Here is an isolated molecule of C12H15NO4Si from OMol25. Energies are from ωB97M-V/def2-TZVPD.

Positions of all 33 atoms, in Å:
C1 3.086 0.674 -2.470
Si1 2.893 -0.055 -0.744
C2 4.607 -0.473 -0.140
C3 2.095 -1.732 -0.964
O1 2.195 0.887 0.528
C4 0.795 0.843 0.695
C5 -0.075 1.634 -0.091
C6 -1.428 1.586 0.042
C7 -2.021 0.694 0.973
C8 -3.532 0.576 1.091
N1 -4.292 0.281 -0.143
C9 -5.038 -0.874 -0.020
O2 -5.645 -1.429 -0.924
O3 -4.897 -1.346 1.284
C10 -3.970 -0.612 1.966
O4 -3.515 -0.835 3.071
C11 -1.169 -0.005 1.820
C12 0.213 0.023 1.643
H1 2.638 1.646 -2.502
H2 2.566 0.052 -3.173
H3 4.130 0.769 -2.750
H4 4.699 -0.991 0.838
H5 5.157 0.455 -0.088
H6 5.062 -1.095 -0.889
H7 1.048 -1.798 -0.637
H8 2.218 -1.993 -2.003
H9 2.675 -2.421 -0.347
H10 0.386 2.288 -0.851
H11 -2.090 2.185 -0.570
H12 -3.967 1.514 1.491
H13 -4.047 0.705 -1.028
H14 -1.588 -0.535 2.647
H15 0.813 -0.621 2.245

For the total energy, the calculation gives -1111.5663 hartree. As for the orbital gap: 9.726 eV. For the highest occupied orbital energy, the calculation gives -9.36 eV. As for the LUMO energy: 0.36 eV. As for the SMILES: C[Si](C)(C)Oc1ccc([C@H]2NC(=O)OC2=O)cc1.